# 1
DFT (ωB97M-V/def2-TZVPD) results for C4H16InN8O4 as an isolated structure.

## Properties
Highest occupied orbital energy = -18.57 eV
Kohn-Sham gap = 2.520 eV
Net charge = +3
LUMO energy = -16.1 eV

Positions of all 33 atoms, in Å:
In (-0.3584, -1.1352, -1.3800)
C (0.9700, -1.0831, -5.1449)
O (0.8181, -0.7066, -4.0437)
N (2.0734, -1.5427, -5.7254)
N (-0.1076, -1.3864, -5.8020)
H (2.0244, -2.1482, -6.5323)
H (2.8808, -1.7940, -5.1731)
H (0.0212, -1.6955, -6.7549)
H (-0.9394, -1.2450, -5.2468)
C (-2.2331, -0.9375, 2.2725)
O (-1.8257, -0.9130, 1.1175)
N (-2.3071, -2.0343, 2.9737)
N (-2.7483, 0.1060, 2.9101)
H (-1.8214, -2.7543, 2.4582)
H (-2.9097, -2.0229, 3.7841)
H (-2.9372, 0.0560, 3.9010)
H (-3.0756, 0.8672, 2.3325)
C (1.6202, -0.8007, 2.1043)
O (0.9636, -1.1775, 1.1736)
N (2.9021, -0.6458, 2.0795)
N (1.1320, -0.2712, 3.1499)
H (3.5362, -0.7207, 1.2969)
H (3.3923, -0.3060, 2.8946)
H (1.6597, -0.2473, 4.0108)
H (0.1286, -0.1627, 3.1111)
C (-0.3003, 2.6083, 0.4225)
O (-0.1256, 1.4091, 0.1162)
N (-1.4788, 3.1217, 0.4893)
N (0.6983, 3.4239, 0.6480)
H (-1.5857, 4.1031, 0.7025)
H (-2.2809, 2.5903, 0.1822)
H (0.5661, 4.3649, 0.9903)
H (1.6475, 3.0803, 0.6819)

# 2
DFT (ωB97M-V/def2-TZVPD) results for C4H16MnO12S2 as an isolated structure.

## Properties
Highest occupied orbital energy (spin up / spin down) = -0.93 / -0.93 eV
Kohn-Sham gap (spin up / spin down) = 5.440 / 5.425 eV
Multiplicity = 6
Net charge = -2
LUMO energy (spin up / spin down) = 4.5 / 4.5 eV
⟨S²⟩ = 8.75

Positions of all 35 atoms, in Å:
Mn (0.4981, -0.0008, -0.1019)
S (-2.3899, 1.0573, 1.2109)
O (-2.0157, 2.2726, 1.8644)
O (-2.5611, -0.0070, 2.1920)
O (-3.6499, 1.1948, 0.4148)
O (-1.2950, 0.6982, 0.2994)
S (1.5212, -2.4857, -0.7135)
O (0.0881, -2.0036, -0.5386)
O (1.7446, -2.9196, -2.0938)
O (2.1974, -1.2266, -0.3886)
O (1.9102, -3.5170, 0.2281)
C (2.0271, 0.3751, 2.8687)
O (0.9664, -0.0542, 2.0330)
H (2.3787, -0.5894, 3.2422)
H (2.8152, 0.7818, 2.2375)
H (1.6489, 0.9979, 3.6794)
H (0.3923, -0.6914, 2.4698)
C (-0.7477, 1.2059, -2.7393)
O (0.0624, 0.1815, -2.1781)
H (-1.8034, 0.9583, -2.6081)
H (-0.6850, 2.1584, -2.2156)
H (-0.5432, 1.2282, -3.8109)
H (0.1093, -0.5658, -2.7809)
C (-2.9888, -2.2932, -0.4421)
O (-2.1106, -2.4475, 0.6915)
H (-2.6679, -2.9776, -1.2320)
H (-4.0244, -2.5440, -0.2057)
H (-3.0377, -1.2743, -0.8307)
H (-1.2626, -2.3403, 0.2274)
C (2.6027, 2.4148, -0.2087)
O (1.2882, 1.9340, 0.0885)
H (3.3402, 1.6803, -0.5268)
H (2.4541, 3.0738, -1.0675)
H (2.9769, 3.0196, 0.6185)
H (0.7612, 2.7059, 0.3166)

# 3
DFT (ωB97M-V/def2-TZVPD) results for a 3-piece molecular cluster, C4H16N2O2 overall.

## Properties
Structure (SMILES) = CN(C)CCN.O.O
Highest occupied orbital energy = -8.70 eV
Kohn-Sham gap = 9.264 eV
Net charge = 0
LUMO energy = 0.6 eV

Positions of all 24 atoms, in Å:
N (0.8731, 0.0995, -2.8308)
C (1.2194, -0.9403, -1.8978)
C (1.3781, -0.3546, -0.4687)
N (0.0663, 0.1147, 0.1139)
C (0.4924, 0.6825, 1.5229)
C (-0.9611, -0.9510, 0.0691)
H (0.0348, 0.5902, -2.5674)
H (1.5349, 0.7548, -3.1527)
H (2.1191, -1.4242, -2.1531)
H (0.3459, -1.7262, -1.9802)
H (2.1036, 0.4562, -0.6858)
H (1.9808, -0.9991, 0.2089)
H (-0.3492, 1.3885, 1.7002)
H (0.5817, -0.1868, 2.3008)
H (1.4950, 1.2003, 1.5097)
H (-0.9877, -1.3971, -0.9492)
H (-1.9474, -0.3710, -0.1755)
H (-1.0624, -1.6231, 0.8868)
H (-2.0901, -0.1502, 4.3339)
H (-1.0716, -0.4885, 3.3999)
O (-1.5444, -0.9088, 4.1543)
H (-1.8261, 1.7472, -1.0184)
H (-0.4011, 1.4253, -0.6870)
O (-0.9317, 1.9943, -1.3175)

# 4
DFT (ωB97M-V/def2-TZVPD) results for C4H16N8O4Tl as an isolated structure.

## Properties
Highest occupied orbital energy = -18.62 eV
Kohn-Sham gap = 2.514 eV
Net charge = +3
LUMO energy = -16.1 eV

Positions of all 33 atoms, in Å:
Tl (24.6561, -19.0405, -1.0515)
C (22.3266, -19.1819, 2.2620)
O (23.1496, -19.1201, 1.3182)
N (22.4044, -20.1986, 3.1545)
N (21.3191, -18.3000, 2.4039)
H (23.1367, -20.8691, 2.9889)
H (21.7356, -20.3053, 3.9006)
H (20.7457, -18.2276, 3.2318)
H (21.3478, -17.5026, 1.7878)
C (28.5225, -19.7498, -0.4608)
O (27.2831, -19.8829, -0.5688)
N (29.1627, -18.5692, -0.3855)
N (29.3067, -20.8615, -0.4416)
H (30.1678, -18.5375, -0.3175)
H (28.6487, -17.7050, -0.3874)
H (28.8991, -21.7752, -0.5647)
H (30.2985, -20.7551, -0.2829)
C (21.0602, -17.2580, -1.7259)
O (21.9985, -18.0018, -1.3372)
N (20.7955, -16.0829, -1.1406)
N (20.2783, -17.6143, -2.7804)
H (21.4859, -15.6645, -0.5388)
H (19.9563, -15.5566, -1.3307)
H (19.8922, -16.8803, -3.3568)
H (20.4203, -18.5300, -3.1703)
C (21.8688, -21.7885, -1.1111)
O (23.0032, -21.3858, -0.8072)
N (20.7548, -21.1690, -0.6930)
N (21.7029, -22.8303, -1.9967)
H (19.8440, -21.3502, -1.0950)
H (20.8316, -20.3285, -0.1374)
H (21.1039, -22.6282, -2.7888)
H (22.5279, -23.3906, -2.1799)

# 5
DFT (ωB97M-V/def2-TZVPD) results for a 3-piece molecular cluster, C4H16NO2 overall.

## Properties
Highest occupied orbital energy = -14.76 eV
Kohn-Sham gap = 11.620 eV
Net charge = +1
LUMO energy = -3.1 eV

Positions of all 23 atoms, in Å:
C (0.6293, -0.8008, -1.3271)
C (-0.2672, 0.3710, -1.9915)
C (-1.7204, 0.4574, -1.5013)
C (-2.0357, 1.8950, -0.8398)
N (0.6588, -0.6090, 0.1756)
H (-0.0233, -1.8357, -1.5017)
H (1.5418, -0.7095, -1.9036)
H (0.0623, 1.3653, -1.7014)
H (-0.0851, 0.4492, -3.0417)
H (-2.4315, 0.2785, -2.3217)
H (-1.8796, -0.2416, -0.6599)
H (-1.6384, 1.9888, 0.1423)
H (-3.0612, 2.1553, -0.8869)
H (-1.8185, 2.8483, -1.5056)
H (1.3832, -1.1763, 0.7503)
H (-0.0493, -0.8851, 0.7554)
H (0.8853, 0.3473, 0.2526)
H (3.5357, -2.2844, 2.6796)
H (3.8054, -1.2625, 1.6771)
O (3.0604, -1.8108, 2.0297)
H (-0.6463, 0.6614, 3.2382)
H (-1.5106, 0.0206, 2.1442)
O (-0.8501, 0.6868, 2.2968)

The records above yield E_tot values of -29660.98904 -81969.94215 -11480.60807 -29183.15582 -9984.70799 eV, respectively.
The records above yield relative energy (zero: lowest compared OMol25 entry of this formula, charge and spin) values of 87.2 0.0 54.5 1.4 61.6 kcal per mole, respectively.
The records above yield F_max values of 0.155 0.085 0.089 0.029 0.106 Eh/bohr, respectively.